ORCA calculation (the ωB97M-V functional and the def2-TZVPD basis) on the molecule C6H10O at a distorted geometry.

Last column: Mulliken charge in e.
Atoms and positions in Å:
1 O -0.353 1.278 1.279  -0.468
2 C 1.425 -0.358 1.290  -0.492
3 C -1.442 -0.519 -1.784  -1.310
4 C 1.267 0.468 0.061  -0.653
5 C 0.908 0.950 1.747  -0.229
6 C -0.167 0.817 -0.064  0.355
7 C -0.865 -0.513 -0.385  -0.524
8 H -0.438 1.642 -0.748  0.394
9 H -1.607 -0.627 0.399  0.330
10 H -2.152 0.304 -1.888  0.346
11 H -0.650 -0.387 -2.536  0.299
12 H 0.998 1.267 2.800  0.418
13 H -1.951 -1.465 -1.982  0.383
14 H 2.493 -0.435 1.496  0.290
15 H -0.185 -1.379 -0.273  0.226
16 H 0.911 -1.315 1.460  0.226
17 H 1.809 0.271 -0.871  0.409

Forces on atoms 1 to 3 (eV/Å):
-0.342 -0.578 0.144
0.075 -0.272 -0.026
-0.200 0.004 -0.093

Calculated values
* highest occupied orbital energy: -8.198 eV
* orbital gap: 9.2 eV
* structure (SMILES): CC[C@H]1O[C@H]2C[C@H]21
* LUMO level: 1.0 eV
* total energy: -8427.692 eV